# 1
This record from OMol25 describes a structure of composition C2H5N3O at a distorted geometry. The level of theory is ωB97M-V/def2-TZVPD.

## Properties
* HOMO level: -8.2271 eV
* relative energy (zero: lowest compared OMol25 entry of this formula, charge and spin): 360.3 kJ/mol

Positions of all 11 atoms, in Å:
C 1.093 1.000 -0.635
C -0.564 -0.695 -0.051
O -0.911 -1.084 -1.281
N -1.323 -1.158 1.572
N 0.263 0.207 0.247
N -0.869 -0.418 2.350
H -1.624 -1.732 -1.208
H -0.012 0.245 1.589
H 1.030 0.648 -1.667
H 2.134 0.939 -0.313
H 0.783 2.047 -0.603

---

# 2
This record from OMol25 describes a cluster of 6 separate species, C26H51N2O10 in total at a distorted geometry. The level of theory is ωB97M-V/def2-TZVPD.

## Properties
* HOMO level: -5.0521 eV
* net charge: -1

Positions of all 89 atoms, in Å:
N -0.820 -0.069 3.498
C -0.933 0.142 2.074
C -2.323 0.420 1.604
C -3.231 -0.782 1.771
C -4.550 -0.499 2.469
C -5.283 0.719 2.005
O -5.481 0.761 0.608
O -0.046 1.255 1.783
N -0.681 2.479 1.447
O -0.843 3.175 2.371
C -0.397 -1.113 1.333
O -0.239 -0.938 0.099
O -0.290 -2.106 2.072
H -1.332 0.646 3.997
H -1.183 -0.975 3.741
H -2.329 0.679 0.576
H -2.727 1.252 2.159
H -3.407 -1.252 0.823
H -2.720 -1.508 2.369
H -4.392 -0.420 3.532
H -5.197 -1.346 2.304
H -6.242 0.755 2.495
H -4.765 1.611 2.298
H -5.154 -0.051 0.225
C 0.684 -5.313 1.611
C 0.925 -6.826 1.557
C -0.501 -7.361 1.485
O -1.265 -6.379 0.795
C -0.505 -5.157 0.682
H 1.535 -4.713 1.297
H 0.411 -5.002 2.620
H 1.475 -7.090 0.651
H 1.478 -7.216 2.412
H -0.922 -7.497 2.489
H -0.573 -8.311 0.951
H -0.185 -5.044 -0.360
H -1.128 -4.308 0.946
C -2.296 1.870 -4.069
C -3.268 2.963 -3.618
C -3.943 2.304 -2.420
O -2.968 1.439 -1.849
C -1.855 1.286 -2.729
H -1.459 2.240 -4.660
H -2.824 1.118 -4.660
H -2.713 3.847 -3.299
H -3.975 3.270 -4.387
H -4.811 1.709 -2.726
H -4.270 3.020 -1.665
H -1.004 1.835 -2.315
H -1.586 0.232 -2.780
C 4.117 -3.578 -2.008
C 5.231 -3.280 -1.002
C 5.460 -4.652 -0.383
O 5.167 -5.610 -1.407
C 4.511 -4.965 -2.500
H 4.046 -2.850 -2.814
H 3.153 -3.612 -1.498
H 6.134 -2.952 -1.523
H 4.970 -2.521 -0.266
H 4.787 -4.824 0.460
H 6.485 -4.802 -0.042
H 5.213 -4.903 -3.341
H 3.656 -5.570 -2.808
C 4.338 1.248 2.980
C 3.151 0.939 2.064
C 3.855 0.454 0.807
O 5.084 -0.162 1.237
C 5.316 0.137 2.611
H 4.084 1.254 4.039
H 4.767 2.221 2.726
H 2.540 0.141 2.487
H 2.503 1.788 1.875
H 4.109 1.292 0.146
H 3.262 -0.266 0.243
H 5.134 -0.765 3.206
H 6.361 0.429 2.738
C -0.887 8.344 -2.487
C -0.740 7.112 -1.593
C -2.036 6.366 -1.881
O -2.388 6.678 -3.237
C -1.578 7.753 -3.709
H 0.058 8.827 -2.730
H -1.533 9.081 -2.006
H 0.116 6.515 -1.912
H -0.616 7.345 -0.538
H -2.847 6.706 -1.228
H -1.935 5.288 -1.773
H -0.848 7.357 -4.424
H -2.213 8.472 -4.227

---

# 3
This record from OMol25 describes a structure of composition C6H35NO16STl2 at a distorted geometry. The level of theory is ωB97M-V/def2-TZVPD.

## Properties
* HOMO level (alpha / beta): -17.1520 / -17.0679 eV
* net charge: +3
* multiplicity: 2

Positions of all 61 atoms, in Å:
Tl 0.348 -4.516 5.322
Tl 0.227 2.201 3.785
S -0.977 -1.628 2.453
O -0.448 -1.834 1.059
O -0.230 -2.460 3.388
O -0.679 -0.286 2.826
O -2.406 -1.868 2.494
C 2.762 -0.795 -0.559
O 2.599 -0.311 -1.879
C 1.786 0.843 -2.066
C 2.091 1.319 -3.462
N 0.981 2.194 -4.017
C 0.905 3.503 -3.352
C 2.098 4.483 -3.653
O 3.191 4.230 -2.725
C 4.285 5.097 -2.997
H 3.479 -1.615 -0.599
H 1.814 -1.191 -0.195
H 3.057 -0.018 0.147
H 1.997 1.645 -1.359
H 0.704 0.715 -2.091
H 2.159 0.397 -4.040
H 3.068 1.800 -3.496
H 1.307 2.346 -4.961
H 0.862 3.369 -2.271
H -0.009 3.998 -3.681
H 1.786 5.522 -3.554
H 2.309 4.336 -4.712
H 4.014 6.134 -3.197
H 4.665 4.735 -3.952
H 4.984 4.997 -2.167
O -2.874 -5.390 1.746
H -3.779 -5.703 1.752
H -2.912 -4.553 1.283
O -1.375 -2.191 -1.413
H -0.902 -1.831 -0.663
H -1.716 -1.423 -1.872
O 1.175 -3.942 0.355
H 0.807 -4.048 -0.522
H 0.809 -3.115 0.670
O -3.239 -3.058 0.444
H -2.938 -2.711 1.284
H -2.496 -2.936 -0.147
O -3.538 0.116 0.533
H -4.301 0.030 -0.039
H -3.392 -0.767 0.871
O -2.557 2.129 2.358
H -2.654 1.389 1.759
H -2.978 2.860 1.906
O 2.121 -0.126 3.382
H 1.589 -0.872 3.101
H 2.944 -0.516 3.675
O 0.407 0.977 0.692
H 0.211 0.120 1.070
H -0.214 1.069 -0.030
O -2.501 -3.989 4.242
H -2.715 -3.164 3.806
H -3.238 -4.565 4.039
O -4.528 -0.476 3.142
H -4.177 0.399 2.978
H -3.764 -1.051 3.109